# 1
The following is a quantum chemistry calculation of a single C12H27NO3Si molecule in a non-equilibrium geometry, from the Open Molecules 2025 dataset.

The geometry in XYZ format:
```
44
Properties=species:S:1:pos:R:3:forces:R:3
C 1.60932 -1.07807 2.46279 0.203 0.175 -0.246
C 3.17806 -0.79544 1.97819 -0.892 -0.177 0.987
C 3.34560 0.52648 1.02351 1.395 -0.157 -0.403
C 3.03009 0.24233 -0.58336 0.972 -0.048 -0.064
Si 1.15292 0.37645 -1.01697 -0.389 0.762 -0.203
C 0.67424 -0.33098 -2.74885 -0.877 0.205 -0.571
C 0.24298 -1.90622 -2.60238 2.529 -0.066 -0.913
O -1.19049 -2.18152 -2.78850 -0.638 1.135 3.234
C -2.00831 -1.67032 -1.67608 -1.496 6.131 0.597
O -2.34121 -0.35236 -1.61875 2.358 -8.301 -0.750
C -2.64086 -2.59889 -0.45144 -0.102 0.462 -0.136
C -2.34522 -1.93653 1.04728 -1.088 0.085 0.169
C 0.41825 2.16731 -0.73672 -0.531 0.933 -0.641
C -0.77345 2.15153 0.39414 0.325 -0.708 0.071
O -0.28943 2.91390 1.59195 0.446 -2.229 -0.633
C -2.23325 2.69055 -0.14070 -0.433 0.482 0.505
N -3.33392 2.18894 0.81517 0.275 0.757 -0.989
H 1.65768 -1.44622 3.57998 -0.386 0.518 -2.350
H 0.95380 -0.09315 2.42499 1.394 -1.971 0.121
H 1.08653 -1.86131 1.73540 1.099 1.639 1.815
H 3.78946 -0.68054 2.99680 -1.139 0.001 -2.414
H 3.54065 -1.80576 1.48614 -0.479 2.310 0.703
H 2.74424 1.48110 1.40797 1.081 -2.236 -0.690
H 4.49571 0.84087 1.07649 -2.477 -0.631 -0.055
H 3.65748 1.00752 -1.24098 -1.251 -1.602 1.352
H 3.36545 -0.85209 -0.91209 -0.445 2.251 0.868
H 0.44857 -0.47649 -0.02528 0.041 -0.092 -0.077
H -0.26801 0.26117 -3.14261 1.904 -1.194 0.768
H 1.55533 -0.12140 -3.48980 -1.678 -0.819 1.123
H 0.68051 -2.33651 -1.59042 -1.300 0.722 -1.867
H 0.82165 -2.48993 -3.46667 -1.694 1.031 1.851
H -2.28547 -3.71531 -0.47724 -0.725 2.256 -0.195
H -3.82419 -2.52040 -0.58654 2.737 -0.311 -0.017
H -3.33041 -2.15817 1.67617 2.186 0.422 -1.244
H -2.25735 -0.75398 1.00868 -0.029 -2.634 -0.081
H -1.45792 -2.44510 1.61594 -1.558 1.101 -1.321
H 1.33156 2.86386 -0.47564 -2.062 -1.056 -0.157
H -0.06851 2.61078 -1.72497 1.193 -0.996 1.848
H -0.93410 1.04167 0.78912 0.068 2.278 -1.097
H 0.37461 2.26347 2.00969 -1.554 1.654 -0.839
H -2.53363 2.28950 -1.20957 1.209 0.721 2.169
H -2.27928 3.88084 -0.15140 0.522 -2.482 -0.164
H -4.15928 1.85826 0.25568 1.145 0.765 0.964
H -3.60038 2.95016 1.48087 0.141 -1.089 -1.032
```
Forces are in eV/Å.

Results
SMILES: CCCC[Si@H](CCOC(=O)CC)C[C@@H](O)CN
E: -1043.15349 Ha
Charge: 0
Lowest unoccupied orbital energy: 0.330 eV
Energy relative to the best compared isomer or geometry (same formula, charge and spin): 189.4 kcal/mol

Quick look at the Löwdin charges, all values in e: -0.16, -0.26, -0.26, -0.31, 0.63, -0.26, -0.24, -0.11, -0.22, -0.05, -0.13, -0.12, -0.23, -0.37, -0.13, -0.21, -0.05, 0.08, 0.06, 0.06, 0.11, 0.11, 0.11, 0.11, 0.09, 0.09, -0.01, 0.10, 0.09, 0.12, 0.14, 0.12, 0.13, 0.09, 0.07, 0.07, 0.09, 0.09, 0.10, 0.09, 0.12, 0.13, 0.07, 0.07


# 2
The following is a quantum chemistry calculation of C18H24B2NO36S5 as an isolated structure in a non-equilibrium geometry, from the Open Molecules 2025 dataset.

The geometry in XYZ format:
```
86
Properties=species:S:1:pos:R:3:forces:R:3
N -0.30902 1.21191 -0.06334 -0.648 0.305 -0.654
H 0.52367 1.55933 -0.53553 0.109 -0.059 0.088
H -1.01015 1.04239 -0.79638 0.124 -0.400 0.025
H -0.69784 1.88904 0.60081 0.468 -0.147 -0.019
H -0.08858 0.32986 0.39645 0.036 -0.134 0.028
O 3.24265 1.64861 -3.46300 0.269 -0.095 0.194
C 2.37386 1.46353 -4.26947 -0.126 0.116 -0.356
O 2.49711 1.49786 -5.58163 -0.216 -0.276 0.152
B 1.16677 1.21704 -6.19686 -0.290 0.439 -0.254
O 0.22282 1.13106 -5.06012 0.026 -0.255 0.092
C 0.88780 1.17439 -3.93068 0.915 -0.020 -0.867
O 0.50292 1.01255 -2.81953 -0.744 0.165 1.055
O 0.76543 2.31888 -7.08543 0.258 0.306 -0.123
C 0.71865 1.90562 -8.34490 -0.297 -0.651 0.804
O 0.46430 2.55715 -9.30488 0.012 0.450 -0.546
C 0.94849 0.36933 -8.30980 0.155 0.235 0.227
O 1.16825 0.02451 -7.04518 0.149 0.011 0.112
O 0.92535 -0.36078 -9.24915 -0.008 -0.281 -0.320
O -0.55482 -2.49488 -3.70354 0.064 0.191 -0.490
C -1.04040 -2.87341 -2.68609 0.058 -0.140 0.835
O -1.09553 -4.11504 -2.23799 -0.062 -0.173 -0.208
B -1.66153 -4.17662 -0.86181 0.089 0.712 -0.744
O -1.97117 -2.77134 -0.55352 -0.189 -0.224 0.280
C -1.62497 -1.97980 -1.55414 0.197 -0.427 0.089
O -1.68968 -0.78753 -1.54687 -0.195 0.452 -0.046
O -0.66828 -4.75265 0.04540 0.234 -0.433 0.026
C -0.95900 -6.04153 0.20277 -0.810 0.770 0.150
O -0.30414 -6.88183 0.73383 0.425 -0.210 0.157
C -2.41856 -6.21954 -0.31128 0.032 -0.566 -0.044
O -2.82978 -5.07567 -0.83597 0.335 -0.050 0.240
O -3.04054 -7.23869 -0.21159 -0.159 0.153 -0.039
C 3.43148 -2.15357 -2.50679 0.103 -0.038 -0.893
C 4.11651 -1.11523 -1.61199 0.267 0.868 -0.435
O 3.82091 -1.53492 -0.27549 -0.116 0.184 0.691
S 2.31613 -2.05152 -0.29583 0.730 -0.412 -1.936
O 1.43077 -0.97732 -0.55611 -0.307 0.642 0.315
O 2.07381 -2.96267 0.73839 0.268 -0.353 0.680
O 2.52100 -2.84693 -1.66260 -0.408 -0.497 0.456
H 4.14586 -2.85673 -2.93898 -0.078 -0.250 0.416
H 2.87599 -1.76501 -3.36130 -0.004 0.462 0.248
H 3.76334 -0.09618 -1.77759 -0.326 -0.108 0.000
H 5.19668 -1.07184 -1.72893 0.018 -0.367 0.120
C 5.35706 2.66873 1.90430 -0.407 0.301 0.423
C 5.42200 1.19353 2.33660 -0.464 0.712 0.173
O 4.16938 0.66177 1.86949 -0.154 -0.495 0.111
S 3.06540 1.71176 2.29766 0.487 1.279 -1.210
O 2.88384 1.74708 3.69122 0.184 -0.119 0.991
O 1.95252 1.67484 1.43364 -0.277 -0.481 -0.325
O 3.95158 2.98991 1.83604 -0.138 -0.541 0.082
H 5.80695 2.84554 0.93044 -0.092 0.085 -0.021
H 5.74271 3.33545 2.67436 0.502 -0.114 -0.188
H 5.40482 1.16176 3.42617 0.364 -0.381 -0.024
H 6.23638 0.65101 1.87632 -0.040 -0.211 0.070
C -3.59130 2.77710 4.50033 -1.209 0.352 -0.230
C -3.76371 1.34765 3.99261 1.179 0.629 0.205
O -2.81461 1.33886 2.91436 0.080 -0.791 -0.803
S -1.47074 2.02158 3.36974 -1.582 1.486 -0.213
O -0.96368 2.74380 2.25617 0.321 -0.125 -0.064
O -0.65947 1.17843 4.14190 0.368 -0.399 0.554
O -2.22406 3.11322 4.30280 0.603 -0.349 0.632
H -3.97193 2.88873 5.51745 0.777 -0.053 0.248
H -4.17114 3.50006 3.91775 -0.005 -0.253 -0.242
H -4.75285 1.14291 3.60599 0.029 -0.252 -0.060
H -3.36988 0.63795 4.72205 -0.605 -0.191 0.131
C -0.49540 -3.25837 4.81996 -1.148 -0.088 0.231
C 0.66546 -3.85205 4.06096 0.451 0.089 -0.274
O 0.59928 -3.18258 2.79642 -0.581 0.157 -1.284
S 0.26021 -1.65068 2.99824 -0.250 -1.084 3.390
O -0.57250 -1.04644 2.03890 -0.059 -0.188 -1.139
O 1.39380 -0.97830 3.52204 0.703 0.247 -0.671
O -0.68077 -1.95201 4.29707 -0.020 0.821 -0.123
H -0.43287 -3.25696 5.90905 0.575 0.337 -0.066
H -1.44490 -3.76691 4.61802 0.309 -0.360 -0.260
H 0.54024 -4.91873 3.89991 0.049 0.028 -0.257
H 1.67409 -3.63989 4.41852 -0.223 -0.047 0.618
C -4.96937 4.54934 -0.69113 -0.791 0.206 1.312
C -4.51453 4.54514 0.76692 0.247 0.193 0.336
O -3.76036 3.34222 0.96689 -0.287 -0.629 -0.430
S -4.11921 2.25083 -0.18174 -0.583 1.160 -0.307
O -4.77440 1.10801 0.30413 -0.424 -0.329 0.807
O -3.00276 2.11249 -1.02355 1.045 0.117 -0.367
O -5.22734 3.16769 -0.90569 0.405 -0.413 -0.366
H -4.29195 5.05055 -1.37724 0.123 -0.475 -0.259
H -5.95761 5.00559 -0.67363 0.133 0.278 -0.553
H -5.39414 4.51634 1.41352 0.061 -0.036 0.061
H -3.87080 5.37126 1.06171 -0.016 0.036 -0.144
```
Forces are in eV/Å.

Results
E: -5504.81645 Ha
Charge: -1
Lowest unoccupied orbital energy: 1.235 eV
Energy relative to the best compared isomer or geometry (same formula, charge and spin): 20.6 kcal/mol

Quick look at the Löwdin charges, all values in e: 0.29, 0.11, 0.08, 0.08, 0.07, 0.12, -0.39, 0.23, -0.86, 0.26, -0.39, 0.15, 0.22, -0.40, 0.15, -0.39, 0.24, 0.15, 0.16, -0.39, 0.22, -0.89, 0.23, -0.37, 0.13, 0.22, -0.39, 0.15, -0.39, 0.24, 0.14, -0.14, -0.16, -0.19, 0.60, -0.20, -0.18, -0.17, 0.13, 0.14, 0.11, 0.13, -0.15, -0.14, -0.19, 0.59, -0.19, -0.20, -0.19, 0.13, 0.13, 0.12, 0.14, -0.17, -0.12, -0.21, 0.60, -0.22, -0.17, -0.17, 0.13, 0.12, 0.14, 0.14, -0.17, -0.13, -0.21, 0.60, -0.19, -0.21, -0.20, 0.13, 0.13, 0.14, 0.13, -0.16, -0.16, -0.22, 0.61, -0.19, -0.19, -0.18, 0.14, 0.13, 0.13, 0.14


# 3
The following is a quantum chemistry calculation of a 4-piece molecular cluster, C15H40NO14P3 overall in a non-equilibrium geometry, from the Open Molecules 2025 dataset.

The geometry in XYZ format:
```
73
Properties=species:S:1:pos:R:3:forces:R:3
C 0.71094 -0.08436 0.07733 0.152 0.074 -0.313
O 0.00093 0.79186 0.97908 0.778 -2.167 1.581
P -1.34471 0.20270 1.65486 -3.880 3.274 -1.480
O -2.24250 -0.14232 0.52991 0.494 -0.660 -0.007
O -1.71029 1.61101 2.34985 -0.160 -0.033 0.092
C -2.13312 2.69603 1.52592 0.103 0.132 -0.025
O -1.76769 -0.66859 2.91892 2.629 -0.473 0.053
C -3.17636 -0.77037 3.16763 -0.572 -0.271 0.055
H 1.75117 0.23304 0.04408 -0.040 0.098 0.105
H 0.66466 -1.11893 0.40966 0.011 -0.044 -0.036
H 0.27916 0.00254 -0.91774 -0.060 -0.037 0.015
H -2.61971 2.33689 0.61881 0.037 -0.060 0.008
H -1.28444 3.32919 1.26466 0.034 -0.017 -0.037
H -2.84409 3.28414 2.10262 0.012 -0.018 0.046
H -3.61528 -1.52705 2.52242 0.048 0.046 -0.092
H -3.67782 0.18394 3.02130 0.134 0.050 -0.090
H -3.30149 -1.07708 4.20315 0.239 -0.011 0.007
C -2.03232 -5.52380 2.32046 0.229 0.024 0.164
O -3.03756 -6.46648 2.73955 -0.303 -0.104 -3.294
P -4.61780 -6.02038 2.60353 -1.718 0.651 7.072
O -4.56545 -4.79046 3.45549 0.307 0.310 -0.884
O -5.05557 -7.38462 3.35790 -0.223 -0.058 -0.039
C -4.58067 -7.62534 4.68239 0.279 -0.226 -0.015
O -6.11712 -5.87486 1.97755 1.588 -0.806 -3.019
C -7.14191 -5.49171 2.89117 -0.290 0.291 0.208
H -1.13653 -6.08549 2.06517 -0.070 -0.089 -0.012
H -2.35178 -4.95061 1.45366 0.022 0.056 0.012
H -1.81454 -4.84618 3.14329 -0.118 0.046 0.006
H -4.39270 -6.68930 5.20969 0.019 0.040 -0.074
H -3.67099 -8.22447 4.65705 0.035 0.032 0.019
H -5.35547 -8.18207 5.20632 -0.050 -0.003 -0.068
H -7.12092 -4.41530 3.04382 0.114 -0.011 0.061
H -7.04059 -6.00650 3.84479 0.087 -0.011 -0.027
H -8.08758 -5.77235 2.43027 0.099 -0.079 -0.115
C 6.04611 4.00453 1.03505 0.106 -0.061 0.269
O 4.73963 3.49750 0.70572 1.565 -0.154 -3.035
P 3.72193 4.47179 -0.15553 -5.456 1.480 5.647
O 3.64925 5.59957 0.83022 1.077 0.306 -0.653
O 2.53366 3.38470 0.04230 -0.102 -0.236 -0.201
C 2.14150 3.05294 1.37935 0.190 -0.245 0.151
O 2.87780 5.14577 -1.39187 2.656 -1.352 -2.122
C 1.71439 5.88324 -1.02611 -0.231 0.366 0.120
H 6.70378 3.15261 1.19186 -0.072 -0.057 -0.064
H 6.45124 4.62434 0.23918 0.031 0.044 0.033
H 5.98031 4.58680 1.95151 -0.086 0.085 -0.049
H 2.32573 3.88300 2.06252 0.124 0.039 -0.085
H 2.67571 2.16745 1.72372 0.023 0.011 0.040
H 1.07978 2.83256 1.36479 -0.027 -0.003 -0.124
H 1.99356 6.88108 -0.69731 0.046 -0.046 0.106
H 1.14931 5.37730 -0.24529 0.084 -0.037 0.017
H 1.10067 5.95797 -1.92340 0.122 -0.108 -0.074
C 4.52287 -0.89402 -3.43632 -0.053 0.008 0.066
C 3.82466 0.45536 -3.37911 0.365 -0.027 -0.068
C 3.22314 0.91201 -4.69494 -0.109 0.819 -0.183
C 2.63273 2.34038 -4.54967 0.052 -0.808 0.043
N 1.22432 2.41832 -4.95863 0.165 0.617 0.693
C 0.31886 2.03406 -3.90015 0.083 -0.028 -0.794
O 0.32920 0.60139 -3.78313 -0.091 0.216 0.656
C -0.87010 0.03069 -4.08813 0.011 0.038 0.343
O -1.17510 -0.28903 -5.18288 -0.221 -0.289 -0.790
H 5.41023 -0.88871 -4.06775 0.009 0.128 -0.132
H 3.84558 -1.65009 -3.83161 -0.020 -0.130 0.056
H 4.84591 -1.18999 -2.43934 -0.013 -0.149 0.047
H 4.53897 1.22424 -3.06877 0.101 -0.023 0.103
H 3.06616 0.43588 -2.59290 -0.206 0.002 -0.084
H 3.99053 0.98380 -5.46664 0.148 -0.375 -0.010
H 2.44106 0.25228 -5.05796 0.009 -0.168 0.031
H 2.78798 2.61106 -3.49327 -0.251 0.399 -0.088
H 3.17956 3.04042 -5.17548 0.109 0.078 0.035
H 1.03749 3.40478 -5.10973 -0.151 -0.027 -0.333
H -0.67362 2.36883 -4.20342 -0.122 0.016 0.139
H 0.57779 2.48254 -2.93563 0.098 -0.273 0.190
H -1.53244 -0.12010 -3.22583 0.074 0.001 0.229
```
Forces are in eV/Å.

Results
SMILES: COP(=O)(OC)OC.COP(=O)(OC)OC.COP(=O)(OC)OC.CCCCNCOC=O
E: -2727.66683 Ha
Charge: 0
Lowest unoccupied orbital energy: -1.712 eV

Quick look at the Löwdin charges, all values in e: -0.07, -0.24, 0.45, -0.25, -0.25, -0.10, -0.23, -0.08, 0.08, 0.09, 0.08, 0.08, 0.07, 0.09, 0.09, 0.09, 0.09, -0.10, -0.24, 0.58, -0.27, -0.27, -0.11, -0.27, -0.11, 0.08, 0.08, 0.09, 0.09, 0.08, 0.09, 0.09, 0.09, 0.09, -0.10, -0.24, 0.60, -0.26, -0.28, -0.10, -0.29, -0.11, 0.09, 0.08, 0.09, 0.09, 0.09, 0.06, 0.09, 0.08, 0.09, -0.11, -0.29, -0.20, -0.21, -0.03, -0.22, -0.06, -0.35, 0.13, 0.07, 0.07, 0.07, 0.10, 0.10, 0.11, 0.10, 0.10, 0.11, 0.11, 0.13, 0.13, 0.15


The records above yield highest occupied orbital energy values of -8.991, -7.026, -9.488 eV, respectively.
The records above yield orbital gap values of 9.322, 8.261, 7.776 eV, respectively.